ORCA calculation (ωB97M-V with the def2-TZVPD basis set) on the ion C4H8NS with charge +1 in a non-equilibrium geometry.

The LUMO energy (spin up / spin down) comes out at -3.8 / -7.1 eV. As for the HOMO-LUMO gap (spin up / spin down): 0.19845 / 0.29234 Ha. The spin multiplicity is 3. Its energy above the lowest of the compared OMol25 structures with the same formula, charge and spin is 316.17 kJ/mol. The value obtained for the largest force on an atom is 5.74 eV/Å. For the HOMO energy (spin up / spin down), the calculation gives -9.154 / -15.054 eV. The net charge is +1.

```
14
Properties=species:S:1:pos:R:3:forces:R:3:mulliken_charge:R:1
S 2.2892 -0.0221 0.2032 3.42 0.01 0.61 -0.042
N 0.0777 -1.7690 -0.0579 -0.44 -0.11 -2.08 -0.246
C 0.9937 0.6203 -0.8904 -1.18 2.20 1.00 -0.550
C 0.5669 -0.3730 0.1604 -2.50 -2.03 0.34 0.324
C -0.3431 0.5278 0.8973 4.20 3.68 1.34 -0.787
C 0.0962 1.6881 -0.1004 0.27 1.48 -1.44 -0.433
H -0.7749 -1.8458 -0.6661 1.18 0.48 -1.02 0.387
H 0.8690 -2.3588 -0.4165 -1.08 0.07 0.47 0.368
H -0.7133 2.0771 -0.8772 1.48 -0.70 2.08 0.287
H -0.0092 0.8718 1.9451 -1.08 -1.25 -1.30 0.270
H 1.1911 0.6854 -1.9241 0.13 -0.38 -1.03 0.452
H -0.4454 -2.1737 0.6846 0.71 -0.60 2.23 0.326
H -1.3157 0.4198 0.7010 -3.95 -0.98 0.07 0.378
H 0.6702 2.5929 0.3984 -1.16 -1.89 -1.27 0.266
```
Positions in Å, forces in eV/Å.

***

ORCA calculation (ωB97M-V with the def2-TZVPD basis set) on a structure of composition C4H8NaO3 in a non-equilibrium geometry.

The LUMO energy comes out at -4.4 eV. As for the HOMO-LUMO gap: 0.33705 Ha. Its energy above the lowest of the compared OMol25 structures with the same formula, charge and spin is 244.36 kJ/mol. The value obtained for the largest force on an atom is 1.58 eV/Å. For the HOMO energy, the calculation gives -13.522 eV. The net charge is +1.

```
16
Properties=species:S:1:pos:R:3:forces:R:3:mulliken_charge:R:1
Na -2.4213 0.9328 0.6209 0.24 0.03 0.02 1.031
O -0.4011 1.3911 -0.4927 -1.18 -0.55 0.43 -0.287
O -0.2733 0.0426 1.3220 -0.46 -0.11 0.06 -0.303
O 0.3462 1.1278 0.7205 0.33 0.24 -0.04 -0.067
C 0.4626 2.4808 -2.3363 -0.08 -0.81 -0.52 -0.663
C -0.3711 -2.3001 1.6352 0.00 -0.12 0.10 -1.192
C 0.2899 -1.2011 0.8388 0.32 -0.12 -0.18 -0.017
C 0.4647 1.4005 -1.5611 1.12 1.11 -0.11 0.125
H -1.4549 -2.3278 1.4580 0.24 -0.04 0.06 0.301
H -0.3248 3.2333 -2.2715 0.48 -0.04 0.24 0.241
H 1.3741 -1.1598 1.0027 -0.28 -0.02 -0.04 0.308
H 0.0492 -3.2609 1.3132 -0.14 0.20 0.12 0.365
H -0.1810 -2.1752 2.7086 -0.06 -0.06 -0.28 0.329
H 1.1916 0.5874 -1.5601 -0.26 0.22 -0.17 0.292
H 0.0785 -1.2957 -0.2356 0.07 0.05 0.22 0.272
H 1.1708 2.5243 -3.1627 -0.34 0.01 0.10 0.262
```
Positions in Å, forces in eV/Å.

***

ORCA calculation (ωB97M-V with the def2-TZVPD basis set) on the molecule C4H8O.

As for the SMILES: CC[C@H]1CO1. The LUMO energy comes out at 1.2 eV. As for the HOMO-LUMO gap: 0.41861 Ha. Its energy above the lowest of the compared OMol25 structures with the same formula, charge and spin is 125.98 kJ/mol. The value obtained for the largest force on an atom is 0.33 eV/Å. For the HOMO energy, the calculation gives -10.174 eV. The net charge is 0.

```
13
Properties=species:S:1:pos:R:3:forces:R:3:mulliken_charge:R:1
O 1.4026 -1.1457 -0.8843 0.06 -0.17 -0.16 -0.439
C 0.6706 -0.0033 -0.4530 -0.17 0.18 0.02 0.113
C -0.5502 -0.2915 0.4048 0.03 -0.08 0.04 -0.365
C 2.0384 -0.2470 0.0101 0.24 0.13 0.18 -0.460
C -1.7790 0.5318 0.0261 -0.09 0.06 -0.05 -1.267
H -2.6666 0.1534 0.5421 0.11 0.08 -0.05 0.349
H -0.3173 -0.1392 1.4659 -0.01 -0.04 -0.16 0.279
H -1.9774 0.4797 -1.0505 0.05 -0.02 0.14 0.345
H 2.1984 -0.6252 1.0220 -0.07 0.05 -0.19 0.224
H 2.8734 0.3131 -0.4139 -0.17 -0.07 0.09 0.236
H -1.6659 1.5882 0.2939 0.04 -0.15 -0.05 0.319
H -0.7650 -1.3587 0.2760 0.00 0.14 0.06 0.288
H 0.5381 0.7445 -1.2392 -0.01 -0.11 0.12 0.380
```
Positions in Å, forces in eV/Å.

***

ORCA calculation (ωB97M-V with the def2-TZVPD basis set) on the molecule C4H8O in a non-equilibrium geometry.

As for the SMILES: C=C[C@H](C)O. The LUMO energy comes out at 1.0 eV. As for the HOMO-LUMO gap: 0.38837 Ha. Its energy above the lowest of the compared OMol25 structures with the same formula, charge and spin is 156.25 kJ/mol. The value obtained for the largest force on an atom is 2.35 eV/Å. For the HOMO energy, the calculation gives -9.588 eV. The net charge is 0.

```
13
Properties=species:S:1:pos:R:3:forces:R:3:mulliken_charge:R:1
O 0.2055 -0.0715 -1.4592 0.14 1.77 -0.15 -0.537
C 0.6834 0.1490 -0.1543 0.31 2.21 0.29 0.341
C -0.1651 -0.5717 0.8304 -0.71 -1.57 1.11 -0.080
C 0.4253 1.7076 0.2907 -0.71 -1.74 1.41 -1.247
C -1.2097 -1.4240 0.5927 1.51 0.93 -1.46 -0.677
H -1.4065 -1.7194 -0.5076 0.08 0.52 2.04 0.112
H 1.0071 2.3811 -0.2965 0.12 0.55 -0.53 0.338
H -0.6735 1.8865 0.2898 0.73 0.03 -0.73 0.355
H 0.6364 1.9006 1.4044 0.31 -0.64 -1.63 0.338
H -1.8746 -1.8360 1.3642 0.56 0.28 -0.36 0.278
H 0.1526 -0.2184 1.8276 -0.73 -0.74 -0.12 0.251
H 0.2820 -0.9931 -1.6111 0.10 -1.39 -0.42 0.322
H 1.8291 0.0058 -0.1535 -1.70 -0.21 0.54 0.206
```
Positions in Å, forces in eV/Å.

***

ORCA calculation (ωB97M-V with the def2-TZVPD basis set) on the molecule C4H8O in a non-equilibrium geometry.

As for the SMILES: C[C@@H]1C[C@@H]1O. The LUMO energy comes out at 1.0 eV. As for the HOMO-LUMO gap: 0.39405 Ha. Its energy above the lowest of the compared OMol25 structures with the same formula, charge and spin is 151.89 kJ/mol. The value obtained for the largest force on an atom is 3.03 eV/Å. For the HOMO energy, the calculation gives -9.716 eV. The net charge is 0.

```
13
Properties=species:S:1:pos:R:3:forces:R:3:mulliken_charge:R:1
O -0.3988 1.4576 -0.3491 1.56 2.04 -0.73 -0.554
C -0.2767 0.1840 -0.8799 0.28 0.07 -1.51 -0.170
C 1.0255 -0.5887 -0.6452 1.90 2.28 -0.59 -0.663
C -0.1686 -0.8569 0.1442 -1.33 -1.42 0.54 0.279
C -0.2421 -0.4196 1.5559 -0.41 -1.17 2.09 -1.341
H 0.2904 -1.0045 2.3414 0.16 -0.06 -1.04 0.323
H 0.0805 0.5751 1.6717 0.54 1.21 0.01 0.345
H 0.3657 2.0415 -0.6384 -1.48 -1.11 0.37 0.323
H 1.4551 -1.2682 -1.3904 -0.40 0.31 0.34 0.275
H -0.7840 0.0534 -1.8566 0.07 -0.19 0.89 0.313
H 1.7505 0.1814 -0.2161 -0.66 -1.60 -0.29 0.209
H -1.2455 -0.4275 1.9700 -0.52 0.03 -0.37 0.336
H -0.7511 -1.7250 -0.1388 0.28 -0.39 0.29 0.324
```
Positions in Å, forces in eV/Å.

***

ORCA calculation (ωB97M-V with the def2-TZVPD basis set) on the molecule C4H8O in a non-equilibrium geometry.

As for the SMILES: CC1(C)CO1. The LUMO energy comes out at 1.0 eV. As for the HOMO-LUMO gap: 0.41214 Ha. Its energy above the lowest of the compared OMol25 structures with the same formula, charge and spin is 127.81 kJ/mol. The value obtained for the largest force on an atom is 2.49 eV/Å. For the HOMO energy, the calculation gives -10.231 eV. The net charge is 0.

```
13
Properties=species:S:1:pos:R:3:forces:R:3:mulliken_charge:R:1
O 1.3274 -0.1667 -1.0026 -0.44 0.15 0.63 -0.480
C -0.5055 1.3148 -0.1562 0.84 1.06 0.28 -1.273
C -0.8006 -1.1799 -0.1275 -2.05 -1.42 -0.06 -1.267
C 0.1478 -0.0294 -0.1491 0.70 -0.06 -0.31 1.305
C 1.4926 -0.1382 0.4161 -0.82 -0.45 0.14 -0.691
H -0.3247 -2.1713 -0.4112 -0.44 1.30 0.44 0.354
H 1.8769 0.7581 0.8520 0.56 0.54 0.01 0.271
H -1.7261 -1.0302 -0.8412 1.87 -0.15 1.25 0.271
H 1.7802 -1.0435 0.9363 0.19 -0.25 -0.31 0.269
H -1.0284 1.4518 -1.0955 -0.05 0.24 -0.23 0.308
H 0.2591 2.1443 0.0091 -1.07 -1.03 -0.35 0.338
H -1.2530 1.3580 0.6402 0.09 0.07 0.02 0.321
H -1.2456 -1.2677 0.9298 0.62 0.00 -1.50 0.273
```
Positions in Å, forces in eV/Å.

***

ORCA calculation (ωB97M-V with the def2-TZVPD basis set) on the molecule C4H8O.

As for the SMILES: CCCC=O. The LUMO energy comes out at 1.1 eV. As for the HOMO-LUMO gap: 0.40279 Ha. Its energy above the lowest of the compared OMol25 structures with the same formula, charge and spin is 30.01 kJ/mol. The value obtained for the largest force on an atom is 0.46 eV/Å. For the HOMO energy, the calculation gives -9.882 eV. The net charge is 0.

```
13
Properties=species:S:1:pos:R:3:forces:R:3:mulliken_charge:R:1
O 0.2830 0.9643 -2.1173 -0.31 -0.31 0.15 -0.474
C -0.5700 0.1734 -1.7955 0.12 0.13 -0.04 0.038
C 0.4361 0.6575 1.4574 -0.02 0.03 -0.03 -1.155
C -0.5965 -0.6083 -0.5055 0.06 0.00 0.05 -0.604
C 0.6300 -0.4163 0.3896 0.07 -0.15 -0.03 -0.299
H 0.2815 1.6399 0.9966 -0.01 -0.14 0.08 0.300
H 0.8653 -1.3762 0.8644 -0.02 0.18 -0.01 0.301
H 1.3151 0.7268 2.1079 -0.18 0.00 -0.09 0.327
H -0.7408 -1.6641 -0.7778 0.02 0.17 -0.03 0.329
H -1.5248 -0.3236 0.0161 0.12 -0.06 -0.09 0.301
H -1.4256 -0.0427 -2.4716 0.08 0.11 0.01 0.340
H -0.4391 0.4241 2.0785 0.19 0.10 -0.06 0.321
H 1.4859 -0.1548 -0.2428 -0.12 -0.06 0.09 0.276
```
Positions in Å, forces in eV/Å.

***

ORCA calculation (ωB97M-V with the def2-TZVPD basis set) on a cluster of 2 separate species, C4H8O in total in a non-equilibrium geometry.

As for the SMILES: C#CCC.O. The LUMO energy comes out at 0.8 eV. As for the HOMO-LUMO gap: 0.38605 Ha. Its energy above the lowest of the compared OMol25 structures with the same formula, charge and spin is 210.64 kJ/mol. The value obtained for the largest force on an atom is 4.16 eV/Å. For the HOMO energy, the calculation gives -9.683 eV. The net charge is 0.

```
13
Properties=species:S:1:pos:R:3:forces:R:3:mulliken_charge:R:1
O 3.7766 -1.8533 -2.7998 0.49 -0.81 0.79 -0.646
C -1.9560 0.8311 1.8390 -0.41 0.35 -1.04 -0.970
C 0.1351 -0.6742 -0.5684 -1.65 2.45 0.95 0.084
C -1.2632 1.3453 0.5021 -0.10 0.16 0.83 -0.500
C -0.5401 0.2808 -0.1675 2.48 -3.22 -0.90 -0.401
H -2.7755 1.5347 2.0625 0.29 -0.35 0.12 0.294
H 4.6829 -1.8176 -2.4182 -0.99 -0.07 -0.39 0.324
H 3.3823 -2.6739 -2.4265 0.49 0.86 -0.40 0.324
H -2.3902 -0.1638 1.6429 0.12 0.43 0.18 0.304
H 0.7649 -1.4758 -0.9159 -0.38 0.41 0.06 0.391
H -1.3013 0.7609 2.7239 0.00 0.11 -0.67 0.291
H -1.9759 1.7636 -0.2345 0.05 -0.09 0.69 0.263
H -0.5396 2.1423 0.7604 -0.40 -0.24 -0.21 0.242
```
Positions in Å, forces in eV/Å.

***

ORCA calculation (ωB97M-V with the def2-TZVPD basis set) on a cluster of 2 separate species, C4H8O in total.

As for the SMILES: C=C1CO1.C. The LUMO energy comes out at 1.0 eV. As for the HOMO-LUMO gap: 0.38162 Ha. Its energy above the lowest of the compared OMol25 structures with the same formula, charge and spin is 227.41 kJ/mol. The value obtained for the largest force on an atom is 0.30 eV/Å. For the HOMO energy, the calculation gives -9.345 eV. The net charge is 0.

```
13
Properties=species:S:1:pos:R:3:forces:R:3:mulliken_charge:R:1
O -0.5390 -0.9299 1.3019 -0.05 -0.18 -0.07 -0.393
C -1.2396 1.0096 -1.3675 0.05 0.01 0.00 -0.981
C 0.6930 -0.8154 0.7580 0.23 -0.07 -0.09 0.321
C 1.4786 -1.4324 -0.1028 -0.11 0.04 0.11 -0.824
C 0.3091 0.1932 1.7037 0.14 0.25 0.10 -0.002
H -0.0358 1.1658 1.3566 0.04 -0.18 0.04 0.168
H -0.1543 0.8896 -1.3090 -0.18 0.04 -0.03 0.189
H 0.6638 0.1411 2.7319 -0.06 0.00 -0.18 0.238
H -1.5458 1.8934 -0.8037 0.03 -0.06 -0.08 0.243
H -1.7164 0.1270 -0.9362 0.05 0.11 -0.10 0.246
H 1.1580 -2.3414 -0.5998 0.00 0.14 0.07 0.253
H -1.5322 1.1291 -2.4133 0.01 -0.04 0.16 0.303
H 2.4607 -1.0296 -0.3198 -0.15 -0.05 0.07 0.238
```
Positions in Å, forces in eV/Å.

***

ORCA calculation (ωB97M-V with the def2-TZVPD basis set) on a structure of composition C4H8O in a non-equilibrium geometry.

The LUMO energy comes out at 0.9 eV. As for the HOMO-LUMO gap: 0.34891 Ha. Its energy above the lowest of the compared OMol25 structures with the same formula, charge and spin is 335.97 kJ/mol. The value obtained for the largest force on an atom is 4.95 eV/Å. For the HOMO energy, the calculation gives -8.603 eV. The net charge is 0.

```
13
Properties=species:S:1:pos:R:3:forces:R:3:mulliken_charge:R:1
O -0.5365 -1.1589 -0.1320 -1.35 0.88 -0.76 -0.377
C -1.7725 -0.3821 -0.0012 -1.01 -0.35 1.26 -0.538
C 0.3758 1.1258 -0.0309 1.75 0.65 -1.31 -1.342
C 1.7923 -0.9193 -0.0026 2.04 -1.71 -0.02 -0.741
C 0.5875 -0.4036 -0.0800 -1.24 1.81 -0.28 0.931
H 0.0942 1.7677 -0.9498 0.29 -1.70 0.78 0.287
H 1.3863 1.5090 0.1853 -0.58 0.15 0.44 0.262
H -0.3742 1.3902 0.6827 0.23 0.36 0.96 0.405
H -1.6012 0.8508 -0.4961 -1.38 -4.49 1.58 0.244
H 2.0221 -2.0522 -0.0659 -0.57 2.18 0.24 0.230
H -1.9441 -0.4666 1.2916 -0.02 1.01 -3.88 0.240
H -2.6624 -1.0574 -0.5195 2.45 2.09 1.24 0.206
H 2.6327 -0.2034 0.1184 -0.60 -0.88 -0.25 0.194
```
Positions in Å, forces in eV/Å.